Entry 1:
{
  "formula": "C21H20AuClN5O4S",
  "method": "ωB97M-V/def2-TZVPD",
  "elements": ["Au", "C", "O", "C", "C", "C", "C", "C", "C", "N", "N", "C", "C", "C", "C", "O", "C", "N", "C", "C", "C", "C", "H", "H", "H", "H", "H", "H", "H", "H", "H", "H", "H", "H", "S", "C", "N", "C", "C", "N", "H", "H", "H", "H", "H", "H", "Cl", "C", "C", "O", "O", "H", "H"],
  "xyz": [[-0.434, 0.128, -0.151], [-0.964, -5.652, 5.633], [0.068, -5.404, 4.703], [0.980, -4.442, 5.026], [1.858, -4.069, 4.008], [2.810, -3.098, 4.229], [2.904, -2.482, 5.479], [2.065, -2.892, 6.498], [1.085, -3.855, 6.279], [3.919, -1.519, 5.824], [4.236, -0.584, 5.067], [3.545, -0.310, 3.850], [4.331, -0.153, 2.731], [3.797, -0.028, 1.450], [2.409, -0.004, 1.221], [1.898, 0.086, 0.061], [1.573, -0.059, 2.427], [0.242, 0.026, 2.232], [-0.573, 0.030, 3.255], [-0.110, -0.017, 4.582], [1.234, -0.118, 4.808], [2.132, -0.183, 3.717], [-1.658, -6.332, 5.145], [-1.488, -4.730, 5.898], [-0.582, -6.124, 6.543], [1.755, -4.537, 3.037], [3.466, -2.799, 3.423], [2.175, -2.440, 7.477], [0.427, -4.139, 7.088], [5.407, -0.189, 2.865], [4.458, 0.007, 0.592], [-1.633, 0.091, 3.035], [-0.814, 0.030, 5.402], [1.617, -0.140, 5.819], [-0.282, 3.016, -0.161], [1.146, 2.749, -0.978], [2.380, 3.136, -0.577], [3.424, 2.409, -1.295], [2.640, 1.707, -2.425], [1.264, 2.100, -2.155], [2.481, 3.347, 0.401], [3.889, 1.677, -0.638], [4.182, 3.089, -1.683], [2.751, 0.625, -2.361], [2.956, 2.047, -3.413], [0.480, 1.532, -2.434], [-0.620, -2.993, -0.136], [-2.405, -2.810, -0.130], [-3.018, -1.422, -0.421], [-4.226, -1.401, -0.194], [-2.331, -0.486, -0.943], [-2.757, -3.148, 0.838], [-2.780, -3.485, -0.895]],
  "forces_ev_per_a": [[0.0, -0.2, 0.1], [0.0, 0.0, 0.0], [0.0, 0.0, 0.0], [0.0, 0.0, 0.0], [0.0, 0.0, 0.0], [-0.1, 0.0, 0.0], [0.1, 0.1, 0.0], [0.0, 0.0, 0.0], [0.0, 0.0, 0.0], [-0.1, 0.0, 0.0], [0.0, 0.0, 0.0], [0.0, 0.0, 0.0], [0.0, 0.0, 0.0], [0.0, 0.0, 0.0], [0.0, 0.0, 0.1], [-0.1, 0.1, -0.1], [0.0, 0.0, -0.1], [0.0, 0.1, 0.0], [0.0, 0.0, 0.0], [0.0, 0.0, 0.0], [0.0, 0.0, 0.0], [0.0, 0.0, 0.0], [0.0, 0.0, 0.0], [0.0, 0.0, 0.0], [0.0, 0.0, 0.0], [0.0, 0.0, 0.0], [0.0, 0.0, 0.0], [0.0, 0.0, 0.0], [0.0, 0.0, 0.0], [0.0, 0.0, 0.0], [0.0, 0.0, 0.0], [0.0, 0.0, 0.0], [0.0, 0.0, 0.0], [0.0, 0.0, 0.0], [0.0, 0.2, 0.0], [-0.1, 0.0, 0.0], [0.0, 0.0, 0.0], [-0.1, -0.1, 0.0], [0.0, 0.0, 0.0], [0.0, 0.0, 0.0], [0.0, 0.0, 0.0], [0.0, 0.0, 0.0], [0.0, 0.0, 0.0], [0.0, 0.0, 0.0], [0.0, 0.0, 0.0], [0.0, 0.0, 0.0], [0.0, -0.1, 0.0], [0.1, 0.0, 0.0], [-0.1, 0.0, -0.1], [0.1, 0.0, 0.0], [0.1, 0.0, 0.1], [0.0, 0.0, 0.0], [0.0, 0.0, 0.0]],
  "lowdin_charge": [0.63, -0.10, -0.08, -0.28, 0.02, -0.01, -0.30, -0.04, -0.02, 0.05, 0.05, -0.28, -0.06, -0.04, -0.38, -0.15, -0.14, 0.06, -0.13, -0.05, -0.02, -0.12, 0.09, 0.10, 0.09, 0.12, 0.12, 0.11, 0.10, 0.11, 0.09, 0.11, 0.10, 0.11, 0.57, -0.94, 0.02, -0.14, -0.15, 0.00, 0.12, 0.08, 0.10, 0.11, 0.10, 0.11, 0.50, -0.51, -0.75, -0.01, -0.20, 0.06, 0.07],
  "largest_force_ev_per_a": 0.2,
  "homo_ev": -4.4787,
  "spin_multiplicity": 1,
  "charge": -1,
  "homo_lumo_gap_ha": 0.2560
}



Entry 2:
{
  "formula": "C18H19IN5O2PdS",
  "method": "ωB97M-V/def2-TZVPD",
  "elements": ["Pd", "C", "C", "N", "C", "C", "C", "O", "C", "C", "N", "C", "C", "C", "C", "C", "C", "I", "C", "O", "H", "H", "H", "H", "H", "H", "H", "H", "H", "H", "H", "H", "C", "C", "C", "N", "N", "C", "N", "S", "H", "H", "H", "H", "H", "H", "H"],
  "xyz": [[0.220, -0.248, 0.371], [-2.415, -3.547, 1.869], [-1.845, -2.598, 2.871], [-1.904, -2.901, 4.147], [-1.415, -2.049, 5.057], [-0.844, -0.837, 4.749], [-0.319, 0.054, 5.843], [1.070, 0.330, 5.694], [-0.754, -0.481, 3.382], [-0.201, 0.811, 3.025], [-0.019, 1.264, 1.830], [0.469, 2.590, 1.675], [0.209, 3.586, 2.620], [0.726, 4.858, 2.470], [1.499, 5.178, 1.364], [1.739, 4.220, 0.394], [1.212, 2.946, 0.550], [1.546, 1.569, -0.993], [-1.257, -1.379, 2.431], [-1.262, -1.136, 1.138], [-2.775, -4.435, 2.382], [-1.660, -3.810, 1.128], [-3.241, -3.086, 1.327], [-1.495, -2.366, 6.090], [-0.534, -0.399, 6.813], [-0.816, 1.027, 5.835], [1.568, -0.433, 6.004], [0.106, 1.435, 3.858], [-0.430, 3.374, 3.466], [0.509, 5.609, 3.216], [1.897, 6.175, 1.243], [2.319, 4.468, -0.483], [0.548, -5.896, 3.175], [0.887, -5.543, 1.729], [1.346, -4.134, 1.559], [0.790, -3.283, 0.776], [1.405, -2.059, 0.793], [2.437, -2.009, 1.591], [3.174, -0.885, 1.793], [2.733, -3.496, 2.411], [0.285, -6.949, 3.248], [-0.294, -5.306, 3.538], [1.396, -5.726, 3.839], [0.019, -5.662, 1.080], [1.664, -6.211, 1.348], [3.168, -0.202, 1.051], [4.040, -0.966, 2.298]],
  "forces_ev_per_a": [[0.2, 0.5, 0.2], [0.0, 0.0, -0.1], [0.0, 0.0, 0.0], [0.0, -0.1, 0.0], [0.1, 0.2, 0.2], [0.0, -0.1, -0.1], [0.0, 0.0, 0.1], [0.0, 0.0, 0.0], [0.1, -0.1, 0.0], [-0.1, -0.1, -0.1], [0.1, -0.1, 0.1], [-0.1, 0.1, -0.2], [0.0, 0.0, -0.1], [0.0, 0.0, 0.0], [0.0, 0.0, 0.0], [0.0, -0.1, 0.0], [0.0, 0.1, 0.1], [0.2, -0.1, 0.1], [-0.1, 0.2, 0.0], [-0.1, -0.5, 0.2], [0.0, 0.0, 0.0], [0.0, 0.0, 0.0], [0.0, 0.0, 0.0], [0.0, 0.0, 0.0], [0.0, 0.0, 0.0], [0.0, 0.0, 0.0], [0.0, 0.0, 0.0], [-0.1, 0.0, 0.0], [0.0, 0.0, 0.0], [0.0, 0.0, 0.0], [0.0, 0.0, 0.0], [0.0, 0.0, 0.0], [0.0, 0.0, 0.0], [0.0, 0.0, -0.1], [-0.1, -0.1, -0.1], [0.0, -0.1, 0.0], [-0.1, 0.0, -0.4], [0.2, 0.1, 0.0], [0.0, 0.0, 0.0], [0.0, 0.1, 0.0], [0.0, 0.0, 0.0], [0.0, 0.0, 0.0], [0.0, 0.0, 0.0], [0.0, 0.0, 0.0], [0.0, 0.0, 0.0], [0.0, 0.0, 0.0], [0.0, 0.0, 0.0]],
  "lowdin_charge": [0.69, -0.01, -0.26, 0.14, -0.08, -0.14, -0.20, -0.05, -0.07, -0.03, -0.01, -0.30, -0.01, -0.05, -0.06, -0.14, -0.59, 1.15, -0.28, -0.17, 0.09, 0.06, 0.09, 0.12, 0.13, 0.13, 0.10, 0.12, 0.12, 0.12, 0.12, 0.10, -0.09, -0.23, -0.58, 0.03, -0.10, -0.70, 0.11, 1.14, 0.08, 0.06, 0.07, 0.11, 0.12, 0.05, 0.10],
  "largest_force_ev_per_a": 0.6,
  "homo_ev": [-11.2434, -11.2437],
  "spin_multiplicity": 1,
  "charge": 1,
  "homo_lumo_gap_ha": [0.2469, 0.2469]
}